1.
{"formula": "C46H33F15Ge2N2O2S2Tc", "method": "ωB97M-V/def2-TZVPD", "symbols": ["Tc", "C", "C", "C", "C", "C", "C", "C", "C", "C", "H", "H", "H", "H", "H", "H", "H", "H", "H", "H", "H", "H", "O", "S", "O", "N", "C", "C", "C", "C", "C", "C", "C", "C", "N", "C", "C", "C", "C", "C", "C", "C", "H", "H", "H", "H", "H", "H", "H", "H", "H", "H", "H", "F", "C", "C", "C", "F", "C", "F", "C", "F", "C", "F", "Ge", "S", "C", "C", "F", "C", "F", "C", "F", "C", "F", "C", "F", "C", "C", "F", "C", "F", "C", "F", "C", "F", "C", "F", "C", "Ge", "C", "C", "C", "H", "H", "H", "H", "H", "H", "H", "H", "H", "H"], "positions_angstrom": [[1.647907, -0.572646, 1.191032], [5.426846, -0.313227, 3.375569], [4.807221, -0.662604, 2.055508], [4.007541, -1.790403, 1.924217], [3.395884, -2.136786, 0.697408], [2.904509, -3.533473, 0.424134], [3.530909, -1.219778, -0.355997], [4.331380, -0.067745, -0.242295], [4.449260, 0.882316, -1.397526], [4.982698, 0.175516, 0.952344], [6.492167, -0.107271, 3.267268], [5.302376, -1.116924, 4.099329], [4.953275, 0.583368, 3.778978], [3.934722, -2.471401, 2.761648], [3.749247, -4.192612, 0.215469], [2.248456, -3.544284, -0.445806], [2.362013, -3.946676, 1.271714], [3.107004, -1.473555, -1.318666], [5.493260, 1.128208, -1.592379], [3.922833, 1.811925, -1.175286], [4.006048, 0.466725, -2.299121], [5.600746, 1.059893, 1.052817], [1.204975, 1.926409, 4.156476], [1.313430, 1.743173, 2.737713], [2.600592, 1.236224, 2.214007], [0.322576, 0.633758, 2.132984], [-1.043867, 0.653284, 2.247464], [-1.723761, 1.681381, 2.874935], [-3.119670, 1.740854, 2.924819], [-3.872796, 0.779021, 2.319257], [-3.232851, -0.301012, 1.674668], [-4.014555, -1.269314, 1.002704], [-3.410156, -2.309272, 0.369626], [-2.027868, -2.442091, 0.501554], [-1.261276, -1.578157, 1.147259], [-1.819307, -0.410973, 1.671394], [1.008911, 3.297958, 1.966812], [0.918317, 4.428502, 2.767347], [0.731478, 5.662218, 2.162329], [0.638633, 5.747840, 0.780824], [0.731464, 4.606742, -0.005208], [0.920937, 3.366662, 0.583236], [-1.156131, 2.470584, 3.345550], [-3.594046, 2.573574, 3.424740], [-4.953354, 0.827990, 2.307072], [-5.090856, -1.155326, 0.994560], [-3.957570, -3.053925, -0.187614], [-1.515571, -3.306546, 0.111565], [0.991661, 4.330571, 3.840628], [0.658459, 6.554749, 2.769605], [0.493792, 6.711834, 0.312201], [0.657181, 4.677657, -1.081390], [0.987942, 2.470928, -0.023246], [-3.795832, -1.121273, -3.019166], [-3.785906, -0.081024, -2.177908], [-2.603097, 0.549975, -1.837162], [-2.723591, 1.663275, -1.017910], [-1.636590, 2.389206, -0.716104], [-3.936142, 2.123539, -0.534185], [-4.008299, 3.222305, 0.219270], [-5.088924, 1.424868, -0.847597], [-6.264638, 1.816981, -0.354653], [-5.016251, 0.320056, -1.677895], [-6.130159, -0.348080, -1.987588], [-0.791473, 0.210023, -2.584571], [0.898467, 0.062885, -1.279256], [-0.744471, 1.755343, -3.830572], [-1.619254, 1.786208, -4.900659], [-2.508785, 0.790782, -5.057490], [-1.633220, 2.801562, -5.840281], [-2.494742, 2.787400, -6.859422], [-0.737916, 3.850044, -5.706588], [-0.736742, 4.845787, -6.590980], [0.147971, 3.863220, -4.642645], [1.002903, 4.879824, -4.504631], [0.131060, 2.821708, -3.726337], [1.010702, 2.898487, -2.721608], [-0.728741, -1.385036, -3.760682], [-1.271843, -2.614862, -3.450826], [-2.007698, -2.768962, -2.336614], [-1.071510, -3.752147, -4.214118], [-1.622719, -4.917644, -3.861620], [-0.277715, -3.674931, -5.344985], [-0.069149, -4.755772, -6.094075], [0.306999, -2.465302, -5.682562], [1.084157, -2.383574, -6.763462], [0.078938, -1.354787, -4.885654], [0.692313, -0.216683, -5.249142], [-0.694385, -1.574623, 4.576120], [0.008290, -2.836588, 3.254897], [-1.275598, -4.326922, 3.124966], [1.652907, -3.573278, 4.007278], [0.147325, -2.030163, 1.416292], [-0.909485, -2.125283, 5.493185], [-1.617195, -1.102881, 4.248382], [0.029718, -0.792024, 4.799858], [-1.290373, -4.871781, 4.069241], [-0.994777, -5.026513, 2.337135], [-2.288995, -3.973866, 2.931581], [1.415921, -3.878086, 5.027301], [2.443463, -2.831090, 4.055352], [2.005118, -4.449563, 3.466685], [0.276951, -2.884603, 0.747175]], "atomic_forces_ev_per_a": [[0.65, -0.34, -2.04], [0.01, 0.01, 0.00], [-0.14, -0.07, 0.04], [0.01, -0.09, 0.13], [0.04, -0.13, 0.02], [-0.01, 0.07, 0.02], [-0.23, -0.08, 0.19], [0.05, 0.04, 0.16], [0.02, 0.01, 0.00], [0.00, 0.01, -0.09], [0.02, 0.01, 0.00], [0.01, -0.02, 0.01], [-0.01, 0.02, 0.01], [0.03, -0.07, -0.02], [0.02, -0.02, -0.01], [-0.03, 0.00, -0.03], [-0.02, -0.02, 0.07], [0.00, 0.06, 0.00], [0.02, 0.02, 0.00], [-0.03, 0.03, 0.01], [-0.01, -0.02, -0.04], [0.01, 0.04, 0.00], [0.03, 0.05, 0.01], [-0.05, -0.07, 0.03], [-0.25, 0.09, 0.23], [-0.36, 0.51, 0.43], [0.14, -0.12, -0.07], [-0.08, 0.07, 0.03], [0.02, -0.04, -0.03], [0.03, -0.04, 0.01], [-0.11, 0.00, 0.00], [0.09, 0.01, 0.04], [0.06, 0.02, 0.04], [-0.06, 0.04, -0.03], [-0.03, 0.05, -0.08], [0.02, -0.11, -0.01], [0.06, 0.02, 0.05], [-0.07, 0.02, -0.06], [0.01, -0.01, 0.04], [0.00, -0.01, 0.00], [0.00, 0.00, -0.02], [0.00, 0.05, 0.00], [-0.01, -0.01, 0.01], [-0.01, 0.03, 0.02], [-0.03, -0.01, 0.00], [-0.03, 0.01, 0.01], [-0.02, -0.02, -0.02], [-0.01, -0.03, -0.02], [0.01, 0.00, 0.04], [0.00, -0.01, 0.00], [-0.01, 0.02, -0.02], [0.01, 0.01, 0.00], [0.00, -0.04, -0.02], [-0.07, 0.09, -0.01], [-0.08, -0.03, 0.04], [0.01, -0.01, -0.02], [-0.08, 0.15, -0.01], [0.00, -0.07, 0.01], [0.03, 0.01, -0.01], [0.02, -0.09, -0.03], [-0.02, 0.03, -0.03], [0.10, -0.04, -0.05], [0.04, 0.05, -0.01], [0.03, 0.00, 0.01], [-0.19, 0.03, 0.02], [0.03, -0.15, 0.53], [0.16, 0.04, 0.08], [-0.05, 0.10, -0.06], [-0.01, -0.06, 0.00], [-0.02, 0.02, 0.02], [0.04, -0.01, 0.05], [0.02, 0.02, 0.00], [0.00, -0.08, 0.07], [-0.07, -0.03, -0.02], [-0.03, -0.04, 0.01], [0.00, 0.07, -0.08], [0.02, 0.00, -0.01], [0.06, 0.09, -0.04], [0.01, -0.14, 0.03], [0.08, -0.04, 0.14], [-0.01, 0.01, -0.02], [0.03, 0.08, -0.02], [0.02, 0.02, -0.01], [-0.01, 0.09, 0.06], [-0.02, -0.01, 0.01], [-0.03, 0.00, 0.05], [0.00, -0.04, -0.15], [0.02, -0.10, -0.01], [0.06, -0.01, -0.05], [-0.15, 0.02, -0.07], [0.02, 0.06, 0.03], [-0.03, 0.00, -0.05], [0.33, -0.03, 0.61], [0.04, -0.02, 0.02], [-0.10, 0.02, 0.01], [0.02, 0.05, 0.00], [-0.01, -0.02, 0.03], [0.01, -0.03, -0.03], [-0.03, 0.01, -0.02], [-0.01, -0.03, 0.03], [0.02, 0.05, 0.03], [0.06, -0.02, -0.03], [-0.01, 0.09, -0.04]], "energy_ha": -8561.6089, "multiplicity": 2, "charge": 0, "gap_ha": [0.2240, 0.2102]}


2.
{"formula": "C46H34MnNO3P2SSe3Te", "method": "ωB97M-V/def2-TZVPD", "symbols": ["Mn", "O", "S", "C", "C", "C", "C", "C", "C", "P", "C", "C", "C", "C", "C", "C", "C", "C", "C", "C", "C", "C", "C", "C", "C", "C", "C", "C", "P", "C", "C", "C", "C", "C", "C", "C", "C", "C", "C", "C", "C", "H", "H", "H", "H", "H", "H", "H", "H", "H", "H", "H", "H", "H", "H", "H", "H", "H", "H", "H", "H", "H", "H", "H", "H", "H", "H", "H", "H", "Se", "Se", "Te", "Se", "O", "C", "O", "C", "C", "C", "C", "C", "C", "C", "C", "C", "N", "H", "H", "H", "H", "H", "H"], "positions_angstrom": [[1.745030, -0.794513, 0.974454], [-0.271105, 0.404201, -0.091793], [-1.334951, -2.361398, -0.813398], [-1.503458, -1.547695, -2.386871], [-1.839519, -2.382213, -3.452186], [-2.005322, -1.883095, -4.732786], [-1.854636, -0.525300, -4.962842], [-1.501510, 0.308038, -3.916046], [-1.294299, -0.178205, -2.622676], [-0.767022, 1.014634, -1.348660], [0.441711, 2.105464, -2.124192], [0.719393, 3.276494, -1.416621], [1.750057, 4.105652, -1.822659], [2.505285, 3.770784, -2.939772], [2.242614, 2.602250, -3.638976], [1.215965, 1.763940, -3.228228], [-2.201946, 2.070336, -1.014018], [-2.739472, 2.935856, -1.965094], [-3.830783, 3.727939, -1.647234], [-4.384668, 3.668660, -0.373320], [-3.843437, 2.818862, 0.579107], [-2.754208, 2.020744, 0.259593], [-2.581948, -1.560687, 0.148146], [-3.834131, -1.260250, -0.385592], [-4.831839, -0.749453, 0.425135], [-4.596187, -0.563570, 1.780115], [-3.347795, -0.850480, 2.308817], [-2.310086, -1.324962, 1.501105], [-0.621051, -1.604857, 2.171857], [-0.704636, -0.629104, 3.714587], [-0.600167, 0.756216, 3.584805], [-0.638505, 1.566782, 4.708092], [-0.767703, 1.002783, 5.970566], [-0.850951, -0.375038, 6.107190], [-0.819393, -1.191153, 4.983146], [-0.684981, -3.322294, 2.772412], [-1.866182, -4.037460, 2.953285], [-1.827445, -5.336260, 3.443009], [-0.610685, -5.920668, 3.763821], [0.569983, -5.212304, 3.585159], [0.537461, -3.921127, 3.079340], [-1.981985, -3.436017, -3.251985], [-2.266018, -2.553087, -5.542100], [-1.995470, -0.115445, -5.954708], [-1.351936, 1.361186, -4.115235], [0.163882, 3.514996, -0.516726], [1.990194, 4.981886, -1.236011], [3.326300, 4.407493, -3.245858], [2.860260, 2.317044, -4.481555], [1.056288, 0.827259, -3.745213], [-2.293178, 3.009999, -2.949296], [-4.243143, 4.401076, -2.388326], [-5.233029, 4.294074, -0.124610], [-4.265736, 2.772262, 1.575149], [-2.323811, 1.352992, 0.993984], [-4.022585, -1.438326, -1.437115], [-5.798423, -0.508292, -0.000023], [-5.380015, -0.183593, 2.423778], [-3.159602, -0.677796, 3.360535], [-0.429477, 1.193899, 2.608932], [-0.529131, 2.637951, 4.595476], [-0.779106, 1.636797, 6.848713], [-0.932793, -0.820365, 7.091166], [-0.882746, -2.266104, 5.096512], [-2.817871, -3.581849, 2.707303], [-2.748845, -5.890976, 3.572581], [-0.582249, -6.934451, 4.144986], [1.523303, -5.668138, 3.819374], [1.465964, -3.384841, 2.910496], [1.822850, -3.127287, -0.237831], [4.061276, -3.734384, -0.473164], [5.422057, -1.999209, 1.007707], [3.678381, -1.324718, 2.626811], [2.510395, 3.319973, 1.599680], [2.434952, 2.126332, 1.288850], [1.643042, 1.258577, 1.754318], [3.359809, 1.670432, 0.159224], [4.515766, 2.433938, -0.127451], [5.293202, 2.088051, -1.183867], [4.897356, 1.012350, -2.012508], [5.585659, 0.663171, -3.193784], [5.129876, -0.354841, -3.985892], [3.978208, -1.076187, -3.616299], [3.300165, -0.769906, -2.468077], [3.738823, 0.288901, -1.647191], [3.005624, 0.617666, -0.537469], [4.731440, 3.274951, 0.515343], [6.197937, 2.636658, -1.423767], [6.478275, 1.218078, -3.461282], [5.661250, -0.619407, -4.892168], [3.640983, -1.899255, -4.234019], [2.436167, -1.341087, -2.148177]], "atomic_forces_ev_per_a": [[0.03, 0.77, -0.38], [0.07, -0.22, 0.03], [0.04, -0.06, -0.04], [0.02, 0.05, 0.00], [0.00, 0.01, 0.00], [0.00, 0.00, 0.02], [-0.01, -0.01, -0.05], [0.02, 0.02, 0.07], [-0.06, -0.05, -0.05], [0.01, -0.02, -0.04], [-0.05, -0.03, 0.02], [0.02, 0.00, -0.02], [0.02, -0.04, 0.01], [0.01, 0.01, 0.02], [-0.02, -0.01, -0.01], [0.03, 0.02, 0.03], [0.01, 0.01, -0.04], [-0.01, 0.02, 0.02], [0.02, -0.01, -0.02], [0.02, -0.03, 0.01], [-0.04, 0.03, 0.00], [0.03, -0.04, -0.01], [-0.04, 0.03, 0.04], [0.03, -0.01, 0.05], [-0.02, 0.00, -0.04], [0.01, 0.00, 0.04], [0.07, 0.04, -0.07], [-0.12, -0.05, 0.06], [0.14, 0.10, 0.18], [-0.04, -0.05, 0.11], [-0.02, 0.00, 0.02], [0.00, -0.01, -0.01], [0.01, 0.01, 0.00], [0.00, -0.02, 0.00], [-0.05, 0.04, 0.00], [-0.01, -0.03, 0.00], [0.04, -0.01, -0.01], [-0.03, 0.02, -0.01], [0.02, -0.02, 0.01], [-0.02, 0.02, -0.01], [-0.01, -0.04, 0.02], [0.01, 0.00, 0.01], [0.00, 0.00, 0.00], [0.00, 0.00, 0.00], [0.00, 0.00, -0.01], [0.00, 0.01, 0.00], [0.00, 0.02, -0.01], [0.00, 0.00, 0.00], [0.01, 0.00, 0.01], [-0.02, 0.00, -0.01], [-0.01, 0.01, 0.00], [0.00, 0.00, 0.00], [0.00, 0.00, 0.00], [0.00, 0.00, -0.01], [0.02, 0.00, 0.02], [0.01, 0.00, -0.01], [0.00, 0.00, 0.00], [0.01, 0.00, 0.00], [0.00, 0.01, 0.02], [-0.01, 0.01, 0.00], [0.00, 0.00, -0.01], [-0.01, 0.00, 0.00], [0.00, 0.00, 0.00], [0.01, -0.01, 0.00], [-0.01, -0.01, 0.00], [0.00, 0.00, 0.00], [0.00, 0.00, 0.00], [0.00, 0.00, -0.01], [0.00, 0.01, 0.00], [-0.08, 0.04, -0.13], [0.36, 0.29, 0.36], [-0.46, -0.33, -0.49], [-0.01, -0.08, 0.32], [0.02, -0.08, -0.05], [-0.15, 0.13, 0.11], [0.10, -0.36, -0.21], [-0.03, -0.09, -0.05], [0.03, 0.09, 0.06], [0.01, -0.01, -0.02], [-0.15, -0.05, 0.03], [0.01, -0.03, -0.04], [0.07, 0.04, -0.02], [-0.06, -0.01, 0.06], [0.01, -0.05, -0.08], [0.15, 0.07, 0.00], [0.05, -0.06, 0.17], [-0.01, -0.01, 0.00], [-0.01, 0.00, 0.00], [-0.01, 0.00, 0.00], [0.00, 0.01, 0.01], [-0.01, 0.00, 0.02], [0.00, 0.00, -0.02]], "energy_ha": -11758.3290, "multiplicity": 6, "charge": -1, "gap_ha": [0.1978, 0.1994]}